C55H40NO6PRuS2Se3 | ωB97M-V/def2-TZVPD

The geometry in ORCA input format:
```
! RIJCOSX wB97M-V def2-TZVPD def2/J DEFGRID3
* xyz -1 2
H -5.01 0.02 0.09
H -2.20 5.10 -0.70
C -0.81 0.62 2.30
Se 0.18 -1.50 -2.69
C 2.90 -3.36 -2.24
O 1.99 2.53 -2.98
C -1.69 -0.23 0.21
H 2.55 3.73 2.87
C -3.79 -1.35 -1.01
C 3.63 0.49 2.59
H 2.27 -5.47 -6.88
C -1.09 -1.49 0.49
H 1.10 -3.72 -1.14
C 1.87 5.97 0.45
H -6.89 -4.41 0.96
C -4.90 -1.00 -0.25
H -6.72 -1.69 0.63
H 3.66 1.53 2.29
C 0.50 -0.82 3.77
H -5.93 4.63 2.20
O -0.01 1.48 -3.92
S -0.43 3.01 -1.01
H -7.74 -4.01 -0.52
H 2.85 7.23 2.75
C -4.00 1.30 2.53
C -5.85 -1.96 0.03
H -4.50 -4.60 -1.59
C 1.29 3.35 1.18
C 0.04 1.44 4.41
H 3.62 5.77 3.38
C 0.62 0.19 4.68
H 3.48 -3.21 3.68
H -1.21 -2.30 -0.22
P 2.18 -2.05 -3.28
O 2.05 1.88 -5.60
H 2.10 6.98 0.15
C 2.99 -1.78 2.16
C -0.38 -1.68 1.63
C 2.43 -0.05 0.51
H 0.96 -1.79 3.94
C 3.33 6.29 2.47
S -2.56 -0.10 -1.39
C -4.61 -3.59 -1.21
O -3.27 1.19 -1.45
H -6.51 -5.27 -0.53
C 2.20 -2.67 -4.98
C -3.48 2.31 1.68
C -2.57 4.35 0.00
C -4.20 3.53 1.57
C 2.42 5.45 1.62
C 2.12 4.14 1.97
C -5.16 1.49 3.23
C 4.66 -1.62 5.47
H 2.46 -4.76 -4.52
H 1.72 -1.38 -8.06
Se 1.13 2.58 -4.47
C -6.77 -4.30 -0.11
C 4.82 -4.67 -1.58
H -3.47 0.36 2.62
C -0.66 1.66 3.25
H 0.60 5.58 -1.26
C -0.22 -0.63 2.57
C 1.98 -3.47 -7.62
C -3.71 4.54 0.71
C -5.72 -3.27 -0.43
C -1.85 3.14 0.12
H -5.54 0.70 3.87
C 0.73 3.91 0.05
C 2.19 -4.42 -6.62
C -3.65 -2.64 -1.50
H -1.09 2.63 3.06
C -2.28 2.12 0.92
H 2.53 -2.52 1.50
C 4.25 -3.70 -2.38
C 4.11 -1.22 4.21
O -0.74 3.94 -2.11
H 1.18 0.03 5.59
C -1.56 0.82 1.08
H 1.89 -3.78 -8.65
H 2.11 -5.47 0.30
C 3.02 -0.44 1.75
C 1.99 -1.71 -5.97
C 1.88 -2.12 -7.29
H 0.08 -2.64 1.83
O 0.61 4.04 -4.84
H -4.26 5.47 0.62
H 1.93 -0.65 -5.72
H -6.79 2.85 3.67
H 4.85 -3.18 -3.12
H 4.64 0.84 4.45
Se 3.27 -0.18 -3.16
C 4.17 0.11 3.80
H 4.24 6.55 1.92
C -5.40 3.70 2.30
C 2.14 -4.00 -1.27
C 1.93 0.28 -0.55
C 2.71 -4.98 -0.46
C 3.52 -2.17 3.37
Ru 1.18 0.79 -2.29
H -2.79 -2.89 -2.12
N 5.10 -1.94 6.49
C 2.29 -4.02 -5.30
C 4.05 -5.31 -0.61
C -5.87 2.71 3.11
H 4.50 -6.06 0.02
H 5.87 -4.91 -1.69
H 1.09 2.32 1.44
C 1.02 5.20 -0.34
H 0.15 2.25 5.13
*
```

The calculation puts the HOMO-LUMO gap (spin up / spin down) at 7.35 / 6.91 eV. As for the electronic energy: -301038.996 eV. The calculation puts the HOMO energy (spin up / spin down) at -0.19883 / -0.19218 Eh. Its expectation value of S² is 0.761. For the largest force on an atom, the calculation gives 0.52 eV/A. The lowest unoccupied orbital energy (spin up / spin down) is 1.938 / 1.679 eV.

Löwdin population analysis, charges in e, atoms 1 to 5: 0.110, 0.114, -0.116, 0.437, -0.392

---

C40H120N9O14P3S11 | ωB97M-V/def2-TZVPD

The geometry in ORCA input format:
```
! RIJCOSX wB97M-V def2-TZVPD def2/J DEFGRID3
* xyz 0 1
S 2.77 -7.36 -0.46
H -0.73 2.94 -4.14
H -3.72 -8.43 -0.60
H -1.67 -3.02 2.17
N 3.27 3.52 5.64
C -5.43 -0.84 5.97
H 1.39 0.67 -0.85
S 0.81 1.05 -6.31
H -3.55 0.71 -5.41
C -0.58 1.78 1.55
C -0.36 -2.76 -1.07
H -4.56 1.21 4.41
C 3.33 -1.08 -3.93
H 2.04 7.37 2.98
O -0.19 4.21 -1.63
H -1.79 2.28 -1.59
H -3.61 -6.05 -1.33
H -3.67 0.56 3.01
H -5.28 1.71 0.89
C 1.54 -7.53 -1.77
H -1.82 4.37 -3.91
C 2.85 2.94 0.16
C -3.08 -8.24 0.28
H 4.63 -3.41 0.86
H 4.31 4.98 -0.56
O -3.10 -7.13 2.94
H 2.20 5.30 5.18
H 0.98 6.05 3.52
H -1.53 1.29 -3.05
H 5.45 0.91 5.20
H 0.26 -1.09 2.81
H -3.39 2.27 -6.32
H 5.40 -3.41 2.40
H -2.55 -3.72 -3.85
C -5.53 -5.79 1.86
H 4.14 -0.93 -0.06
P 3.54 2.85 4.15
P -1.02 -0.43 0.04
H 0.08 2.21 2.30
H 3.59 -5.42 -1.61
H -3.42 -4.64 -5.08
H 1.84 0.08 4.63
H -3.91 5.98 0.19
H 5.25 -1.86 -1.05
H 3.91 -2.37 2.09
H 2.03 -1.82 -0.55
H 3.83 2.88 7.52
H -5.11 -3.24 1.41
C -4.84 2.44 0.21
H -6.32 -5.04 1.83
H -5.38 0.19 3.14
H -0.61 4.50 -5.13
H 5.19 3.13 6.42
H -4.59 -4.06 0.04
H 3.34 3.57 0.90
O 2.02 -7.50 0.81
H 1.61 -0.88 0.93
H 5.43 4.45 -1.87
H 2.00 3.49 -0.25
H -5.59 -6.48 2.69
H 0.62 0.42 -8.64
H -0.66 -3.82 3.36
H -3.63 -8.60 1.14
H 0.21 -2.61 -1.99
N 3.59 1.21 4.31
N -1.62 -5.11 2.00
H 5.68 -0.20 -0.76
H -0.21 -3.75 -0.63
H -1.51 -0.88 2.82
H 2.09 -7.50 -2.71
H 1.34 -2.86 -4.04
H -3.92 2.03 -0.22
H 1.22 3.90 5.38
C -0.56 -0.38 2.64
H -3.25 4.59 -0.77
O 7.30 -2.21 0.84
H 2.58 2.05 0.73
O -0.54 1.45 -5.84
H -2.39 -3.91 3.55
H 0.83 -6.70 -1.74
N -2.79 -6.83 0.42
H 4.75 5.30 3.62
H -4.99 4.97 -0.79
C -4.92 4.04 -4.56
H 5.75 4.84 5.00
H -3.39 -3.27 1.17
H 1.96 4.61 6.86
S -4.32 3.85 1.21
H -5.25 -1.60 6.72
O -4.87 1.78 -3.17
S 3.69 -2.85 -3.92
H -1.88 -6.50 -1.47
H -2.16 -8.82 0.17
H -5.63 -6.39 0.94
H 2.10 -3.13 -5.67
N 5.13 3.21 3.85
H 2.33 5.78 2.37
H 3.73 4.70 -2.17
H 5.47 2.66 1.83
H -6.45 -0.93 5.59
H 0.91 0.62 -2.62
C -2.65 -6.09 -0.80
H -4.33 -1.94 -2.26
C 1.83 2.46 -5.91
C -4.27 -3.88 1.08
O -2.46 -0.75 0.08
C -3.58 1.79 -5.36
O -5.55 4.30 1.92
H -4.07 -4.67 -3.47
H 3.81 -5.37 0.11
H -5.63 2.75 -0.46
C 2.50 0.40 3.81
H 2.17 -5.02 -0.61
O -0.54 7.85 1.85
P -2.93 -6.10 1.90
H 1.51 3.30 -6.53
H 4.01 0.71 6.30
H 4.25 -0.63 -3.56
H -0.44 4.85 2.23
S -4.22 -1.12 4.69
H 0.67 6.96 -2.43
O 3.61 -3.23 -2.48
H 2.89 2.30 -6.12
H 0.71 2.07 -1.63
C -3.97 -1.58 -3.23
S 6.04 -1.51 1.20
O 3.43 2.03 -2.27
C 5.85 2.42 2.83
H 1.57 -2.63 0.95
N -0.04 -1.77 -0.05
H -0.06 -6.56 2.03
H 2.05 -4.46 -4.49
H 4.43 -0.52 5.12
C 2.11 -3.39 -4.61
H -2.67 0.76 -1.85
C -4.48 0.37 3.72
H -0.10 6.81 -4.06
H 3.09 -0.81 -4.97
S -5.11 2.26 -4.56
S -4.52 -2.59 -4.60
S 0.30 4.68 -2.96
C -4.09 4.96 -0.17
C 3.08 -5.62 -0.66
S 4.10 2.61 -1.07
C 4.42 0.55 5.30
H -4.33 -0.56 -3.30
C 0.95 1.29 -8.07
C -3.53 -4.04 -4.18
H -0.42 0.35 3.45
H -2.43 -5.05 -0.56
N -4.26 -5.07 1.91
H 6.89 2.71 2.85
C -1.59 -3.90 2.80
C 2.10 4.40 5.80
H 5.74 1.37 3.05
H 0.41 -4.87 1.79
H -5.84 4.46 -4.16
H -4.80 4.40 -5.59
H 2.00 1.45 -8.34
C 0.67 0.98 -1.61
O 2.54 3.26 3.15
C -0.32 5.25 1.22
H 6.41 4.77 3.33
H -0.34 2.30 0.61
C -0.33 -5.63 1.54
N -0.67 0.49 -1.30
H -1.61 2.10 1.79
H -1.44 -2.74 -1.22
H 4.34 4.54 7.14
O -5.91 -2.98 -4.23
H 1.88 1.00 3.15
C 5.54 4.62 3.96
H -1.06 6.61 -2.66
H -4.07 4.34 -3.96
C 1.36 -1.75 0.32
H -2.88 -1.58 -3.10
H -2.76 2.11 -4.72
C -1.71 1.26 -1.97
C -0.82 4.01 -4.17
H 0.35 2.15 -8.38
H 1.78 2.80 -4.87
H -5.33 0.15 6.40
H 0.97 -8.44 -1.61
C 4.45 4.33 -1.43
H 0.34 4.63 0.62
H -0.29 -5.81 0.47
C 5.20 -1.06 -0.30
H 2.44 -0.91 -3.33
N -0.46 0.35 1.38
H -1.28 5.31 0.71
H 2.88 -0.50 3.32
C 4.23 3.53 6.74
O -2.91 -0.91 5.36
C 1.53 6.46 2.67
C 4.85 -2.76 1.72
S 0.43 6.87 1.33
C -0.05 6.42 -3.05
*
```

The calculation puts the HOMO-LUMO gap at 7.61 eV. As for the electronic energy: -232552.616 eV. The calculation puts the HOMO energy at -0.29340 Eh. For the largest force on an atom, the calculation gives 1.61 eV/A. The lowest unoccupied orbital energy is -0.373 eV.

Löwdin population analysis, charges in e, atoms 1 to 5: 0.820, 0.003, 0.080, 0.046, -0.292

---

C34H44FN2O6SeZn | ωB97M-V/def2-TZVPD

The geometry in ORCA input format:
```
! RIJCOSX wB97M-V def2-TZVPD def2/J DEFGRID3
* xyz -1 1
C -0.53 -1.00 -4.97
H 0.91 -3.03 -4.06
H 4.03 -4.94 -2.71
C -3.51 0.58 1.68
N 0.63 4.49 1.05
H 0.80 -4.65 -2.48
H 0.66 1.00 5.68
H -0.46 -1.42 6.73
Se 3.27 1.72 -1.94
O 2.58 -0.91 -0.49
H 4.08 -3.36 -3.55
F -0.40 3.87 -2.43
O 3.16 2.37 1.33
H -2.27 -0.92 3.72
C -3.72 2.12 1.47
C -0.20 -0.54 3.39
H -5.43 0.53 2.60
H -2.39 -2.18 -5.31
H 2.75 -4.52 -3.86
C 1.20 0.08 5.42
O 3.55 4.35 2.30
H 0.46 -3.07 4.36
C 2.79 3.48 1.90
H -1.64 0.60 -3.92
H -4.49 -0.99 2.82
C 1.45 -4.55 -1.56
H -1.03 -3.13 -4.62
H -0.73 1.25 -5.32
C -2.03 0.30 1.95
H 0.62 -0.50 -6.75
C 1.96 -2.20 -2.40
N -0.83 6.13 0.34
C 1.34 0.24 -3.66
C 0.65 -0.90 -4.06
H -2.20 0.26 -5.61
C -3.91 -0.16 0.36
H -3.52 -1.20 0.35
H -0.96 -1.25 -7.10
C -0.22 4.46 -1.21
C -1.30 0.36 -4.95
C -1.56 -0.43 3.06
C 3.50 -3.46 -0.68
H 1.92 -2.12 3.94
H -1.99 -1.96 -3.59
H -3.13 2.44 0.60
C 1.30 3.72 2.08
C 1.20 -2.12 -3.56
H 3.97 -4.44 -0.45
C -0.22 5.52 1.44
O -2.14 5.97 -1.50
H -1.53 -2.04 5.48
H 2.07 0.33 4.77
C -4.47 0.09 2.81
Zn 2.20 0.89 0.38
C 1.11 -2.24 4.65
C -1.02 0.73 1.08
H 1.66 -0.34 6.33
C 0.71 4.08 -0.29
H -5.02 -0.20 0.28
H -4.11 0.46 3.79
H -1.41 1.23 0.18
H 1.52 3.39 -0.53
H 0.78 2.75 2.22
C -0.91 -1.16 5.77
H 0.40 -2.28 -6.47
C 2.57 -3.55 -1.90
H 1.53 -2.50 5.61
C 0.25 -0.95 4.77
C 0.33 0.66 1.27
C 0.79 -0.08 2.43
H -4.79 2.38 1.35
C 3.40 -4.11 -3.08
H -1.52 -0.25 5.84
H 1.89 -5.51 -1.31
C -1.16 5.55 -0.87
C -1.55 -2.15 -4.60
H -3.35 2.63 2.38
C 2.20 0.26 -2.56
O 2.02 -0.24 2.59
H -3.54 0.38 -0.53
H 0.81 -4.19 -0.76
H 1.23 1.11 -4.28
H 2.95 -3.11 0.20
H 4.36 -2.78 -0.86
C -0.08 -1.29 -6.41
H -1.37 6.95 0.57
C 2.26 -0.95 -1.74
H 1.20 4.32 2.98
O -0.44 5.86 2.61
*
```

The calculation puts the HOMO-LUMO gap (spin up / spin down) at 5.80 / 6.01 eV. As for the electronic energy: -167721.191 eV. The calculation puts the HOMO energy (spin up / spin down) at -0.19700 / -0.19079 Eh. For the largest force on an atom, the calculation gives 2.15 eV/A. The lowest unoccupied orbital energy (spin up / spin down) is 0.444 / 0.820 eV.

Löwdin population analysis, charges in e, atoms 1 to 5: -0.550, 0.099, 0.082, -0.531, 0.027

---

C36H43N9O4PS3Zr | ωB97M-V/def2-TZVPD

The geometry in ORCA input format:
```
! RIJCOSX wB97M-V def2-TZVPD def2/J DEFGRID3
* xyz 3 1
C -0.62 -5.66 1.55
H -2.38 -2.66 1.75
H -2.86 -3.08 -1.22
H -1.70 6.07 -1.13
C -1.73 -3.52 1.60
C 3.68 0.58 -2.32
N 1.58 -0.47 -1.54
C 3.46 -4.99 -0.27
N -0.56 -3.42 1.03
C -1.98 0.39 0.15
H -3.05 -4.33 -2.48
H -5.81 3.20 -0.63
C -1.17 4.88 0.57
H -2.97 3.48 2.82
S 1.73 -1.18 2.81
N -6.05 3.14 1.97
Zr 0.54 -1.49 0.27
C -1.20 5.18 -0.79
H -1.49 -0.43 -2.43
H 6.62 -5.05 -1.37
C 5.40 -3.29 -1.16
H 3.29 3.37 0.31
N -4.15 3.20 0.63
C 0.15 2.91 0.13
N -3.97 3.45 2.91
S -0.79 -3.79 -2.07
C 2.50 1.51 -0.43
H -3.14 3.19 0.64
H 5.18 3.42 -1.26
H 6.20 -2.64 -1.50
H -0.47 1.53 3.05
H -3.86 1.07 -2.66
N -1.30 0.54 -2.21
C -0.51 3.75 1.02
H -2.17 2.08 -1.11
C -0.53 4.36 -1.68
C -3.73 0.68 -1.64
H 3.69 1.84 2.03
C -0.40 -4.00 -3.79
C -4.81 2.77 -0.60
C 4.68 -5.55 -0.63
C 4.61 1.60 -2.24
H 4.23 2.22 4.39
N 0.28 -1.32 2.57
H -0.51 4.61 -2.74
C 0.08 -4.64 1.00
H 0.09 1.96 5.41
C 3.41 2.57 -0.40
H -0.46 3.55 2.09
H -0.97 -4.85 -4.16
O -2.30 0.93 1.18
H 0.74 -0.05 -1.96
O 2.43 -1.08 1.45
C 1.56 1.75 2.36
C -2.53 -3.42 -2.20
H 1.89 -1.20 -2.18
C -4.73 3.26 1.82
H -1.42 1.07 -3.07
H -4.38 3.57 3.82
H -6.48 3.28 2.87
H 0.66 -4.21 -3.88
O -0.13 -2.45 -1.70
H -0.66 -3.09 -4.34
H -6.66 3.06 1.18
N 2.30 -5.56 0.24
H 0.68 2.62 -1.94
H -4.84 0.78 0.22
C -2.29 1.00 -1.22
H -3.85 -0.41 -1.71
H 4.88 -6.61 -0.55
H -2.68 -2.64 -2.95
C 1.42 -4.57 0.43
H 3.76 -0.18 -3.09
C 4.47 2.60 -1.29
O -1.38 -0.79 0.08
C 5.64 -4.67 -1.08
C 2.89 1.90 2.76
H -5.80 0.97 -1.23
H -1.64 5.55 1.28
N 1.89 -3.39 0.06
C 2.19 2.15 5.05
P 1.05 1.39 0.66
H -0.34 -6.69 1.67
C 2.62 0.55 -1.42
H 5.43 1.63 -2.94
C 0.56 1.75 3.33
C 3.20 2.10 4.10
C -4.86 1.24 -0.76
H 2.44 2.31 6.09
C 0.14 3.24 -1.23
C 0.87 1.96 4.67
H -4.27 3.24 -1.42
C 3.20 -3.62 -0.37
S -2.12 -5.08 2.14
C 4.18 -2.74 -0.81
H 2.17 -6.53 0.48
H 4.02 -1.67 -0.82
*
```

The calculation puts the HOMO-LUMO gap at 7.78 eV. As for the electronic energy: -102691.175 eV. The calculation puts the HOMO energy at -0.56886 Eh. For the largest force on an atom, the calculation gives 0.65 eV/A. The lowest unoccupied orbital energy is -7.699 eV.

Löwdin population analysis, charges in e, atoms 1 to 5: -0.278, 0.100, 0.051, 0.119, -0.429